1.
The following is a quantum chemistry calculation of a structure of composition C4H3FeLiO in a non-equilibrium geometry, from the Open Molecules 2025 dataset.

Atoms and positions in Å:
H  2.92  -0.79  1.13
O  2.10  0.90  0.23
C  2.34  -0.48  0.23
C  1.04  -1.30  0.21
H  2.98  -0.75  -0.64
H  1.23  -2.38  0.30
Fe  0.21  0.87  0.24
Li  -1.06  -1.47  0.23
C  -1.06  -0.37  -1.45
C  -0.02  -0.99  -1.08

Computed properties:
Calculated total energy, eV: -40831.12443
Frontier orbital gap (alpha / beta), eV: 3.97 / 5.99
HOMO level (alpha / beta), eV: -1.39 / -3.55
Total charge: -1
Spin multiplicity: 6

Atomic partial charges in e from the Mulliken method, atoms 1 to 2:
1. H 0.248
2. O -0.796



2.
The following is a quantum chemistry calculation of a structure of composition C4H3HgMgO6 in a non-equilibrium geometry, from the Open Molecules 2025 dataset.

Atoms and positions in Å:
O  -3.44  -1.34  -0.94
C  -2.43  -0.59  -0.93
O  -2.48  0.65  -0.79
O  -1.24  -1.22  -1.10
C  -0.08  -0.49  -1.14
O  1.74  0.45  -0.04
C  2.35  0.83  1.15
C  0.60  -0.29  0.00
O  2.52  0.01  2.04
O  2.64  2.06  1.13
Hg  -5.18  0.37  -0.83
Mg  3.51  3.44  2.33
H  0.21  -0.06  -2.10
H  0.22  -0.57  0.98
H  1.06  -3.26  0.24

Computed properties:
Calculated total energy, eV: -26099.50079
Frontier orbital gap (alpha / beta), eV: 4.56 / 3.25
HOMO level (alpha / beta), eV: -3.25 / -3.25
Total charge: -1
Spin multiplicity: 3

Atomic partial charges in e from the Mulliken method, atoms 1 to 2:
1. O -0.619
2. C 0.378